A structure of composition C16H15F5IrN7O9P2S2 at a distorted geometry, computed with the ωB97M-V functional and the def2-TZVPD basis.

Highest occupied orbital energy (alpha / beta) in eV: -11.87 / -12.07
Molecular weight in g mol⁻¹: 862.625
LUMO energy (alpha / beta) in eV: -4.03 / -5.65
Spin multiplicity: 2
ΔE to the lowest compared entry with this formula, charge and spin in kcal/mol: 80.4
Net charge: +1
Energy in a.u.: -3761.75620

Structure (XYZ):
```
57
Properties=species:S:1:pos:R:3:forces:R:3:nbo_charge:R:1
Ir 0.32916 0.18902 -0.09253 -2.33 2.19 -0.14 1.282
N 3.12459 3.87085 1.22651 -0.58 0.10 -0.08 -0.728
C 2.81970 2.48650 1.75155 -0.50 -0.41 -0.26 -0.621
C 3.71954 2.07020 2.89491 0.08 0.02 0.00 -0.639
P 0.96923 2.59747 2.11828 0.05 0.98 0.15 2.394
O 0.88874 2.75691 3.70165 -0.10 -0.31 -0.11 -0.982
O 0.64107 3.88497 1.43285 -0.09 -0.08 0.14 -1.101
O 0.21809 1.33005 1.77297 -0.45 -0.78 -1.27 -1.094
P 2.86263 1.37000 0.30286 0.88 -0.26 -0.37 2.365
O 4.37178 1.59085 -0.20549 -0.10 -0.17 0.11 -1.008
O 1.87377 1.92095 -0.69347 -0.16 -0.65 0.29 -1.099
O 2.60561 -0.06702 0.64379 0.30 -0.12 0.58 -1.119
H 2.08575 4.24674 1.08820 0.47 -0.09 0.02 0.494
H 3.65147 3.85176 0.35543 0.09 0.08 0.01 0.436
H 3.61855 4.43967 1.90991 0.04 -0.01 0.05 0.428
H 3.57426 2.71721 3.76061 0.00 -0.01 0.01 0.236
H 4.76744 2.09952 2.59202 0.00 -0.03 0.00 0.231
H 3.48380 1.04763 3.18861 -0.01 0.01 0.01 0.260
H 0.55280 1.96591 4.14922 0.03 0.13 -0.03 0.526
H 4.78214 0.75716 -0.48339 0.01 0.22 0.03 0.531
O -3.34303 0.60957 0.99770 0.14 -0.14 0.06 -0.581
C -2.71595 -0.42452 1.07322 -0.51 0.43 0.52 0.661
N -1.60592 -0.75848 0.34444 2.64 -0.44 -0.43 -0.856
S -0.91434 -2.15545 0.87218 -0.33 -0.39 -0.06 2.275
O -0.74592 -3.08533 -0.21072 -0.30 -0.23 0.27 -0.925
O 0.31234 -1.73376 1.52993 0.33 -0.32 0.44 -0.932
C -2.18419 -2.60034 2.01371 0.04 0.46 -0.31 -0.241
C -2.35519 -3.71944 2.79928 0.15 -0.15 -0.03 -0.197
C -3.47544 -3.75043 3.62155 0.08 0.01 -0.06 -0.177
C -4.38584 -2.69851 3.62696 -0.06 0.08 0.02 -0.177
C -4.20966 -1.58843 2.80966 0.01 -0.06 -0.01 -0.151
C -3.08808 -1.54951 2.00294 -0.02 0.00 -0.11 -0.144
H -1.65031 -4.53921 2.77190 0.00 0.01 0.05 0.243
H -3.63560 -4.60507 4.26418 -0.02 0.00 -0.01 0.234
H -5.24754 -2.74406 4.27931 0.00 -0.03 -0.01 0.233
H -4.91981 -0.77340 2.78936 0.01 0.02 0.02 0.247
F -0.57675 -4.07986 -6.15750 -0.04 -0.08 -0.12 -0.249
C -0.11225 -3.54371 -5.05615 0.01 0.10 0.14 0.350
C -0.83879 -2.54140 -4.41796 0.12 -0.03 0.06 0.263
F -1.99788 -2.14822 -4.91904 -0.06 0.03 -0.06 -0.265
C -0.33566 -1.95998 -3.27847 0.16 -0.12 -0.09 0.390
F -1.02784 -0.98813 -2.72969 -0.21 0.23 0.22 -0.271
C 0.88929 -2.37229 -2.71176 0.00 0.27 0.39 -0.360
S 1.56536 -1.73585 -1.26542 -1.25 1.03 -0.70 0.374
C 1.58195 -3.40339 -3.37531 -0.03 0.01 -0.06 0.375
F 2.73016 -3.82643 -2.87889 0.09 -0.07 -0.02 -0.269
C 1.10493 -3.96972 -4.53634 0.10 0.00 0.12 0.295
F 1.79254 -4.91200 -5.15821 0.02 -0.09 -0.05 -0.270
N -1.06961 3.73339 -3.79444 -0.22 -0.14 -0.70 -0.601
N -1.14786 3.02991 -2.63724 0.04 -0.23 0.51 0.205
N -2.09904 3.25188 -1.75216 -0.04 0.21 -0.25 -0.245
C -1.86999 2.31190 -0.85757 0.04 -0.06 0.10 0.164
N -0.81596 1.57695 -1.23533 1.19 -1.36 1.00 -0.269
N -0.35949 2.04469 -2.37504 0.04 0.12 -0.39 -0.019
H -1.59324 4.59249 -3.73770 0.06 0.09 0.19 0.410
H -0.12768 3.80260 -4.14586 0.12 0.07 0.19 0.403
H -2.46782 2.12722 0.01998 0.07 -0.02 0.02 0.286
```
Positions in Å, forces in eV/Å.

=====

A cluster of 2 separate species, C16H15F7N2O4P in total at a distorted geometry, computed with the ωB97M-V functional and the def2-TZVPD basis.

Highest occupied orbital energy in eV: -7.02
Molecular weight in g mol⁻¹: 463.266
LUMO energy in eV: 1.87
Net charge: -1
Energy in a.u.: -2069.66095

Structure (XYZ):
```
45
Properties=species:S:1:pos:R:3:forces:R:3:nbo_charge:R:1
C -1.82739 2.63722 -2.76523 -0.48 0.83 0.71 -0.238
C -1.16534 1.65104 -2.78350 0.32 -0.65 -0.45 0.010
C -0.35875 0.44710 -2.79282 0.30 0.05 0.68 -0.531
C -0.31542 -0.10178 -1.37210 0.07 -0.09 -0.67 0.087
C -1.50175 -0.47768 -0.75049 0.16 0.09 0.27 -0.241
C -1.49966 -0.95895 0.54910 0.39 0.02 0.02 0.367
O -2.68608 -1.36779 1.09933 0.46 -0.67 0.24 -0.495
N -3.62499 -0.22072 1.33677 -0.26 0.53 -0.33 0.413
O -4.45886 -0.23701 0.55745 -0.21 0.01 0.26 -0.137
C -0.31342 -1.09194 1.29126 0.37 -0.16 -0.05 -0.016
C -0.32373 -1.62485 2.69965 -0.58 0.20 -0.24 -0.480
C -1.14730 -0.73547 3.64659 0.58 -0.68 0.13 0.066
F -1.19689 0.57024 3.20430 -0.09 0.29 -0.06 -0.367
C 0.85459 -0.71399 0.64274 0.19 -0.06 0.15 -0.131
C 0.87100 -0.22938 -0.66256 -0.72 -0.18 -0.13 -0.180
C 2.27223 0.08030 -1.03767 -0.41 -0.36 0.69 0.714
O 2.75839 0.27077 -2.11158 0.17 0.42 -0.27 -0.530
N 3.02998 0.06759 0.19733 0.00 0.34 -0.47 -0.535
C 3.31079 1.46612 0.61911 0.82 -0.07 -0.45 -0.211
C 4.74029 1.67695 1.09588 -0.04 0.18 0.83 -0.407
C 4.89326 1.48819 2.61746 -0.20 -0.23 -0.47 -0.611
C 2.28211 -0.70187 1.12205 -0.88 -0.21 0.07 0.708
O 2.74557 -1.27663 2.06863 0.22 0.30 0.35 -0.542
H -2.39579 3.46817 -2.44105 -0.23 0.27 -0.38 0.224
H -0.76834 -0.29220 -3.47429 -0.08 -0.12 -0.13 0.286
H 0.65102 0.72215 -3.07343 0.17 -0.19 -0.31 0.255
H -2.45411 -0.42801 -1.25960 0.11 0.06 -0.16 0.269
H 0.67674 -1.77073 3.07419 0.31 0.13 -0.07 0.243
H -0.80194 -2.60144 2.66533 -0.08 -0.18 0.11 0.230
H -0.66273 -0.72755 4.61960 -0.05 0.06 0.22 0.157
H -2.14848 -1.13252 3.75198 -0.34 0.23 -0.09 0.167
H 2.59054 1.81136 1.35874 -0.16 -0.14 0.22 0.192
H 3.15657 2.09300 -0.25396 -0.07 -0.04 -0.25 0.215
H 5.38906 0.98924 0.57017 0.12 -0.12 -0.22 0.219
H 5.06459 2.67957 0.82956 -0.09 0.21 -0.09 0.197
H 3.94506 1.67968 3.11017 -0.14 0.11 0.16 0.199
H 5.14955 0.45653 2.82866 0.11 -0.14 0.23 0.218
H 5.62615 2.15768 3.05139 0.28 0.00 0.03 0.202
F -3.50397 -2.11762 -2.16823 0.07 0.41 0.22 -0.601
P -4.34111 -1.39005 -3.40610 -0.42 0.03 -0.39 2.596
F -2.80863 -1.41926 -4.04370 0.02 -0.48 -0.21 -0.604
F -4.81896 -1.58636 -4.97847 -0.29 0.37 0.19 -0.593
F -5.24135 -0.74346 -2.18022 -0.44 -0.07 -0.22 -0.597
F -5.36112 -2.68538 -3.24895 0.53 -0.24 -0.01 -0.593
F -4.28137 0.21973 -3.80347 0.49 -0.08 0.34 -0.595
```
Positions in Å, forces in eV/Å.

=====

A structure of composition C16H15FGdN9 at a distorted geometry, computed with the ωB97M-V functional and the def2-TZVPD basis.

Highest occupied orbital energy (alpha / beta) in eV: -13.96 / -13.94
Molecular weight in g mol⁻¹: 509.607
LUMO energy (alpha / beta) in eV: -6.64 / -9.43
Spin multiplicity: 8
Net charge: +2
Energy in a.u.: -1976.68323

Structure (XYZ):
```
42
Properties=species:S:1:pos:R:3:forces:R:3:lowdin_spin:R:1
Gd -0.55609 1.67092 -1.00846 0.83 -0.20 0.09 6.827
N -3.36606 -0.75678 1.80274 -0.01 -0.15 0.02 0.000
C -2.75880 0.19379 1.12038 -0.02 0.02 -0.07 0.001
N -1.84614 -0.02894 0.20696 0.09 -0.17 -0.16 0.019
C -1.52799 -1.33788 -0.12607 0.26 -0.11 -0.30 0.006
N -0.70720 -1.62176 -1.10570 -0.39 -0.32 0.54 0.038
N -0.22149 -0.54282 -1.75579 0.92 -0.57 -1.38 0.050
C 0.61023 -0.75624 -2.73245 -0.94 0.29 1.08 0.004
C 1.16423 0.38016 -3.45819 0.17 0.35 -0.14 0.003
C 2.09267 0.17702 -4.46529 -0.15 -0.08 0.04 0.000
C 2.57743 1.27401 -5.16289 0.06 0.15 -0.04 0.000
C 2.12527 2.53856 -4.82652 0.11 -0.10 -0.12 0.000
C 1.21539 2.66421 -3.79041 -0.07 -0.02 0.12 0.000
N 0.74520 1.62027 -3.10782 0.17 -0.22 -0.30 0.009
C -2.12295 -2.42732 0.62777 -0.05 0.00 0.05 0.000
C -1.80753 -3.77232 0.40103 0.04 0.05 -0.07 0.001
C -2.42002 -4.75366 1.14572 -0.04 -0.04 0.04 0.000
C -3.35884 -4.41454 2.12721 0.05 -0.11 -0.01 0.000
C -3.68347 -3.09731 2.36651 -0.10 0.07 0.04 0.000
C -3.06105 -2.11277 1.61013 -0.02 0.10 -0.01 0.000
H -4.07985 -0.50424 2.47002 -0.03 0.02 0.04 0.000
H -3.05163 1.21434 1.32821 -0.01 0.09 0.01 0.000
H 0.88468 -1.76594 -3.01549 0.00 -0.09 0.06 0.003
H 2.41610 -0.82827 -4.70190 -0.01 0.03 -0.02 0.000
H 3.29813 1.14081 -5.95907 -0.02 0.00 0.01 0.000
H 2.46800 3.41968 -5.34976 0.00 -0.01 0.00 0.000
H 0.85182 3.64082 -3.49855 -0.03 0.05 0.02 0.000
H -1.08605 -4.01618 -0.36689 -0.02 0.00 0.04 0.001
H -2.18009 -5.79376 0.96950 -0.01 0.03 0.01 0.000
H -3.83673 -5.19370 2.70774 0.02 0.03 -0.04 0.000
H -4.41633 -2.83114 3.12059 0.05 -0.02 -0.04 0.000
N 4.04608 1.88367 4.20771 -0.02 -0.02 -0.04 0.000
C 3.00370 2.30795 3.50337 -0.17 0.32 0.00 0.000
N 2.23371 3.28314 3.99214 -0.04 0.00 0.04 0.000
N 2.78828 1.73864 2.32741 0.32 -0.53 -0.28 0.000
C 1.83862 1.84646 1.49891 -0.10 0.29 0.27 0.001
N 1.00852 1.87298 0.67131 0.39 0.12 0.47 -0.001
H 4.32347 2.31363 5.07311 0.00 -0.01 0.01 0.000
H 4.62342 1.15671 3.82094 0.01 -0.03 -0.01 0.000
H 2.42291 3.71386 4.88119 0.01 0.02 0.01 0.000
H 1.49463 3.67249 3.43455 -0.02 0.00 -0.01 0.000
F -2.14417 2.83144 -0.98392 -1.22 0.77 0.00 0.038
```
Positions in Å, forces in eV/Å.

=====

A structure of composition C16H15MnN5O4S, computed with the ωB97M-V functional and the def2-TZVPD basis.

Highest occupied orbital energy (alpha / beta) in eV: -8.18 / -8.38
Molecular weight in g mol⁻¹: 428.332
LUMO energy (alpha / beta) in eV: 0.17 / 0.10
Spin multiplicity: 6
ΔE to the lowest compared entry with this formula, charge and spin in kcal/mol: 3.9
Energy in a.u.: -2742.77872

Structure (XYZ):
```
42
Properties=species:S:1:pos:R:3:forces:R:3:nbo_charge:R:1
Mn -0.26905 0.36548 0.69833 -0.08 -0.14 -0.08 1.541
C 0.79326 1.71016 -1.68881 -0.02 0.04 0.00 -0.289
N 0.00053 0.49199 -1.63459 -0.02 0.00 0.08 -0.649
C -1.35177 0.49835 -2.16296 -0.04 0.04 -0.06 -0.280
C -2.15830 -0.48404 -1.36609 0.02 -0.01 0.01 0.449
N -1.77213 -0.96616 -0.21019 0.07 -0.05 -0.04 -0.624
C -2.82120 -1.75747 0.24513 -0.02 -0.01 0.01 0.157
C -2.95819 -2.47714 1.42741 -0.03 -0.01 -0.01 -0.204
C -4.13358 -3.17783 1.61123 0.02 0.01 0.00 -0.215
C -5.15236 -3.16673 0.64763 -0.01 -0.01 0.01 -0.200
C -5.03083 -2.45017 -0.52712 0.01 0.00 0.01 -0.234
C -3.84659 -1.74636 -0.70130 -0.03 0.00 -0.01 0.099
N -3.38375 -0.92916 -1.72427 0.02 0.00 0.00 -0.518
C 1.87649 1.56782 -0.66171 0.04 0.00 -0.03 0.467
N 1.88745 0.61070 0.23921 -0.01 -0.02 -0.02 -0.634
C 2.97481 0.89004 1.06448 -0.01 -0.01 0.00 0.159
C 3.44156 0.22212 2.19058 0.02 0.02 0.01 -0.211
C 4.55222 0.74327 2.82497 0.00 0.00 0.00 -0.215
C 5.18948 1.89880 2.35259 0.01 0.01 0.01 -0.201
C 4.73696 2.56877 1.23196 -0.02 -0.02 -0.01 -0.229
C 3.61813 2.03900 0.60451 0.03 0.01 0.02 0.105
N 2.90214 2.42978 -0.51874 -0.02 -0.02 0.00 -0.514
H 0.15492 2.53993 -1.36853 -0.01 -0.01 -0.02 0.286
H 1.21676 1.92905 -2.67594 0.01 0.00 0.01 0.197
H 0.52869 -0.31383 -1.94443 0.00 0.00 -0.02 0.388
H -1.40534 0.26801 -3.23305 -0.01 -0.01 0.01 0.196
H -1.78441 1.48456 -1.98206 0.02 0.00 -0.01 0.285
H -2.18080 -2.46993 2.17932 0.01 0.01 -0.01 0.223
H -4.27877 -3.74200 2.52240 0.00 0.00 0.00 0.220
H -6.05878 -3.72664 0.83449 0.00 0.00 -0.01 0.219
H -5.82318 -2.43480 -1.26323 0.00 0.01 -0.01 0.221
H -3.89246 -0.64207 -2.54187 0.00 0.00 0.00 0.425
H 2.94455 -0.66486 2.56006 -0.01 0.00 -0.01 0.219
H 4.93811 0.25616 3.71023 0.00 0.00 0.00 0.218
H 6.05296 2.27818 2.88229 0.00 0.00 0.00 0.218
H 5.22498 3.46481 0.87327 0.00 0.00 0.00 0.221
H 3.00072 3.29629 -1.01851 0.01 0.00 0.00 0.428
O 0.19337 2.80992 1.13989 0.03 0.17 0.01 -1.083
S -1.23927 2.54140 1.43788 0.06 0.00 0.09 2.539
O -1.95444 3.59668 2.08763 -0.02 0.01 -0.01 -0.960
O -1.20766 1.24290 2.26326 -0.02 0.04 0.10 -1.106
O -1.83086 2.08677 0.13030 0.00 -0.03 -0.06 -1.115
```
Positions in Å, forces in eV/Å.

=====

A structure of composition C16H15MoN3OS3Te, computed with the ωB97M-V functional and the def2-TZVPD basis.

Highest occupied orbital energy (alpha / beta) in eV: -10.23 / -10.83
Molecular weight in g mol⁻¹: 585.057
LUMO energy (alpha / beta) in eV: -3.86 / -3.99
Spin multiplicity: 4
ΔE to the lowest compared entry with this formula, charge and spin in kcal/mol: 4.4
Net charge: +1
Energy in a.u.: -2388.73948

Structure (XYZ):
```
40
Properties=species:S:1:pos:R:3:forces:R:3:nbo_charge:R:1
Mo -0.97207 1.02749 1.59201 -0.18 0.45 0.03 0.692
O -2.32210 2.54124 1.96780 -0.01 -0.16 -0.14 -0.558
N -3.34503 2.74739 1.12731 0.01 0.15 0.04 0.016
C -4.18935 3.75422 1.44567 -0.01 -0.05 -0.09 0.047
C -5.26645 4.02200 0.64669 0.08 -0.07 0.00 -0.229
C -5.46938 3.24179 -0.49514 0.01 0.03 0.06 -0.131
C -4.58822 2.23135 -0.79833 0.04 0.03 0.06 -0.216
C -3.49369 1.97928 0.03291 -0.16 -0.01 -0.10 0.046
S -2.32653 0.73416 -0.30222 -0.01 0.07 0.02 -0.043
H -3.92297 4.27942 2.34954 -0.04 0.03 0.00 0.254
H -5.93409 4.82641 0.91228 -0.02 0.02 0.01 0.254
H -6.31497 3.42946 -1.14001 -0.03 0.02 -0.02 0.246
H -4.71529 1.61876 -1.67817 0.01 -0.03 -0.01 0.251
N 1.72493 -0.75621 1.70037 -0.17 -0.42 0.15 -0.762
C 0.41235 -1.01367 1.52031 0.57 -0.25 0.26 0.198
S -0.66250 -0.83508 2.90464 0.02 -0.10 -0.02 0.015
N 0.03940 -1.76411 0.44953 -0.17 0.08 0.08 -0.605
C 0.88593 -2.63343 -0.29588 0.10 0.07 -0.17 0.183
C 1.78948 -3.47453 0.34540 -0.05 -0.02 -0.03 -0.271
C 2.57835 -4.32608 -0.41249 0.00 0.01 -0.05 -0.183
C 2.45317 -4.35422 -1.79512 0.01 -0.01 0.06 -0.197
C 1.53483 -3.52632 -2.42294 0.01 0.01 -0.01 -0.184
C 0.75480 -2.65724 -1.67751 0.06 0.00 0.00 -0.243
H 2.02682 -0.31970 2.55470 -0.05 0.02 -0.01 0.429
H 2.43111 -1.16075 1.10371 -0.03 0.18 -0.18 0.429
H -0.95076 -1.81019 0.25813 0.05 -0.12 0.15 0.423
H 1.85684 -3.49070 1.42576 -0.01 0.02 0.01 0.228
H 3.27894 -4.98283 0.08410 0.01 -0.02 0.00 0.230
H 3.06384 -5.02711 -2.37985 0.02 -0.01 -0.01 0.231
H 1.43100 -3.54654 -3.49828 -0.01 -0.01 -0.04 0.229
H 0.05053 -1.99579 -2.16566 -0.03 0.03 0.02 0.223
Te 0.88227 2.88718 1.43578 -0.03 0.13 0.03 0.299
C 2.39625 1.88266 0.41111 -0.05 -0.01 -0.19 -0.525
C 2.29844 1.26988 -0.80975 -0.13 0.14 0.19 -0.292
C 3.51571 0.67513 -1.21884 0.16 -0.07 0.06 -0.260
C 4.51531 0.85605 -0.30837 -0.03 -0.10 -0.03 -0.425
S 3.98159 1.74843 1.04717 -0.05 -0.02 -0.01 0.480
H 1.38674 1.24624 -1.38969 -0.02 0.03 -0.01 0.231
H 3.64734 0.14935 -2.15098 0.03 -0.04 -0.07 0.237
H 5.53743 0.52664 -0.37571 0.09 -0.01 -0.02 0.251
```
Positions in Å, forces in eV/Å.